The following is a DFT calculation (ωB97M-V/def2-TZVPD) of 2 unconnected molecules or ions with the total composition CH8N3 in a non-equilibrium geometry.

```
! RIJCOSX wB97M-V def2-TZVPD def2/J DEFGRID3
* xyz 1 1
N -2.123 1.155 -0.043
H -2.541 0.416 0.496
H 0.463 -0.995 1.747
H -1.983 2.044 0.418
H -2.626 1.312 -0.908
N 0.701 0.532 -0.680
C 1.118 -0.613 -0.206
N 0.852 -1.327 0.884
H -0.160 0.834 -0.070
H 0.784 0.679 -1.672
H 1.830 -1.086 -0.879
H 1.383 -2.187 1.010
*
```

Summary:
DFT total energy: -5630.8278 eV
ΔE to the lowest compared entry with this formula, charge and spin: 0.832 eV
Gap between HOMO and LUMO: 10.967 eV

***

The following is a DFT calculation (ωB97M-V/def2-TZVPD) of a molecular structure, C25H33ClN6OS in a non-equilibrium geometry.

```
! RIJCOSX wB97M-V def2-TZVPD def2/J DEFGRID3
* xyz 0 1
C -3.270 -1.017 2.314
C -2.179 -0.997 1.109
N -1.099 -1.639 1.248
C -0.306 -1.764 0.284
N 0.820 -2.547 0.088
C 1.253 -2.060 -0.889
N 0.454 -1.263 -1.466
N -0.543 -0.952 -0.969
C -1.658 -0.175 -1.144
C -2.514 -0.241 -0.052
C -3.868 0.819 -0.145
C -5.130 -0.142 -0.511
C -4.921 -1.563 -1.309
C -6.031 -2.083 -1.402
C -7.288 -1.844 -1.022
C -7.458 -0.725 0.014
C -6.233 -0.071 0.176
Cl -6.493 1.455 1.188
H -8.231 -0.304 0.255
H -8.177 -2.392 -0.958
H -6.005 -3.058 -2.143
H -4.108 -1.562 -1.466
H -3.721 1.447 -0.929
H -4.023 1.244 0.926
C -1.664 0.742 -2.566
H -0.720 0.324 -2.944
H -1.618 1.457 -2.126
H -2.541 0.514 -2.902
S 2.772 -2.508 -1.418
C 3.579 -3.264 0.057
H 2.814 -3.796 0.344
H 4.400 -3.784 -0.478
C 3.978 -2.084 0.984
O 5.000 -1.692 0.869
N 2.977 -1.921 1.893
C 3.141 -0.531 2.836
H 4.057 -0.200 2.413
C 1.896 0.219 2.909
C 1.761 0.855 1.256
N 2.610 2.022 1.132
C 3.921 1.487 0.324
C 3.324 1.555 -1.085
C 4.589 1.096 -2.133
H 4.368 0.903 -3.186
H 5.012 0.259 -1.901
H 5.600 1.851 -2.080
C 2.915 2.700 -1.706
C 1.787 2.996 -0.796
C 2.150 3.239 0.523
H 1.159 3.436 1.348
H 2.905 3.977 0.709
H 0.897 2.433 -1.015
H 1.421 4.178 -1.189
H 2.567 2.670 -2.689
H 3.698 3.535 -1.560
H 2.762 0.784 -1.253
H 4.262 0.561 0.416
H 4.513 2.355 0.349
H 0.784 1.280 1.144
H 2.073 0.008 0.790
H 1.050 -0.441 2.767
H 2.031 0.997 3.462
H 3.184 -1.104 3.762
H 1.947 -2.316 1.891
H -4.270 -1.459 1.906
H -2.925 -1.773 3.031
H -3.435 -0.125 2.715
*
```

Summary:
DFT total energy: -60783.0989 eV
ΔE to the lowest compared entry with this formula, charge and spin: 25.322 eV
Gap between HOMO and LUMO: 7.304 eV

***

The following is a DFT calculation (ωB97M-V/def2-TZVPD) of 15 unconnected molecules or ions with the total composition C17H64N10O15 in a non-equilibrium geometry.

```
! RIJCOSX wB97M-V def2-TZVPD def2/J DEFGRID3
* xyz 0 1
C -1.432 -4.066 -23.731
C -1.647 -4.221 -25.278
O -1.655 -2.892 -25.829
H -2.236 -3.585 -23.145
H -0.512 -3.558 -23.445
H -1.220 -4.999 -23.201
H -2.604 -4.727 -25.467
H -0.933 -4.837 -25.659
H -2.543 -2.568 -25.944
C -2.772 -7.606 -24.163
C -2.754 -8.936 -23.458
O -3.947 -9.052 -22.707
H -1.918 -7.408 -24.790
H -2.926 -6.702 -23.649
H -3.657 -7.712 -24.899
H -1.896 -9.031 -22.941
H -2.680 -9.757 -24.160
H -3.889 -9.988 -22.559
C 0.409 -2.938 -20.898
O 1.575 -3.277 -21.536
N 0.307 -1.824 -20.276
N -0.480 -3.774 -20.615
H 0.854 -1.132 -20.725
H -0.673 -1.583 -19.840
H -0.492 -4.739 -20.859
H -1.392 -3.442 -20.363
C -0.697 -8.365 -17.117
O -0.076 -8.121 -15.943
N -0.076 -9.081 -18.045
N -1.956 -8.022 -17.492
H 0.868 -9.450 -17.836
H -0.292 -8.911 -19.075
H -2.550 -7.672 -16.753
H -2.243 -7.971 -18.547
C -2.570 -11.302 -20.588
O -2.925 -11.667 -21.883
N -3.386 -10.749 -19.748
N -1.348 -11.262 -20.147
H -4.383 -10.816 -19.986
H -3.245 -10.650 -18.758
H -0.604 -11.562 -20.759
H -1.246 -11.308 -19.138
C -1.521 -7.659 -20.552
O -1.084 -6.318 -20.816
N -0.739 -8.661 -20.663
N -2.656 -8.004 -20.157
H -0.014 -8.507 -21.353
H -1.140 -9.650 -20.456
H -3.419 -7.283 -20.317
H -3.010 -8.982 -20.111
C -2.338 -11.569 -17.025
O -2.713 -12.879 -16.739
N -1.061 -11.470 -17.460
N -3.060 -10.418 -17.084
H -0.389 -12.207 -17.329
H -0.645 -10.512 -17.638
H -4.114 -10.481 -17.045
H -2.584 -9.426 -17.138
C -4.150 -5.149 -20.830
O -4.768 -6.364 -20.486
H -3.477 -4.882 -20.087
H -4.778 -4.262 -21.083
H -3.549 -5.324 -21.821
H -5.665 -6.169 -20.212
C 2.143 -6.245 -19.882
O 3.218 -5.632 -19.140
H 1.328 -6.756 -19.364
H 2.559 -7.042 -20.503
H 1.756 -5.579 -20.680
H 3.959 -5.653 -19.731
C -4.505 -5.590 -17.189
O -3.513 -5.270 -16.160
H -5.127 -4.734 -17.539
H -5.293 -6.250 -16.804
H -3.937 -6.081 -18.031
H -3.165 -6.049 -15.713
C -5.730 -8.949 -18.052
O -5.708 -10.385 -17.701
H -6.069 -8.318 -17.200
H -6.392 -8.833 -18.888
H -4.716 -8.476 -18.208
H -6.681 -10.532 -17.627
C 2.730 -9.902 -20.111
O 3.588 -9.385 -19.165
H 2.415 -10.916 -19.685
H 3.121 -10.166 -21.109
H 1.862 -9.291 -20.389
H 3.235 -9.611 -18.318
C -7.405 -8.387 -22.797
O -6.363 -7.513 -22.427
H -8.428 -7.922 -23.091
H -7.662 -8.977 -21.930
H -7.046 -9.058 -23.588
H -5.659 -8.032 -22.104
C -0.798 -4.895 -17.515
O 0.340 -4.305 -18.033
H -1.421 -4.159 -16.976
H -0.435 -5.677 -16.900
H -1.321 -5.232 -18.348
H 0.111 -3.803 -18.852
C 1.720 -9.059 -23.466
O 1.205 -8.021 -22.622
H 1.452 -10.026 -22.995
H 2.795 -8.992 -23.677
H 1.231 -9.117 -24.434
H 1.640 -7.182 -22.944
*
```

Summary:
DFT total energy: -64271.7148 eV
ΔE to the lowest compared entry with this formula, charge and spin: 11.319 eV
Gap between HOMO and LUMO: 8.557 eV

***

The following is a DFT calculation (ωB97M-V/def2-TZVPD) of a single C4H9ClS molecule in a non-equilibrium geometry.

```
! RIJCOSX wB97M-V def2-TZVPD def2/J DEFGRID3
* xyz 0 1
C 0.206 1.402 -0.024
C 0.193 -0.178 -0.041
C -0.018 -0.739 1.351
C -0.943 -0.574 -1.017
H -0.822 1.909 0.103
H 0.703 1.718 -0.945
H 0.821 1.772 0.812
H 0.493 -0.029 1.964
H -0.977 -0.841 1.725
H 0.578 -1.683 1.402
H 2.191 -0.023 -1.480
H -0.915 0.127 -1.806
H -0.881 -1.523 -1.439
S 1.890 -0.814 -0.402
Cl -2.518 -0.522 -0.203
*
```

Summary:
DFT total energy: -27651.2361 eV
SMILES: CC(C)(S)CCl
ΔE to the lowest compared entry with this formula, charge and spin: 0.657 eV
Gap between HOMO and LUMO: 10.167 eV